Formula: C64H128O32
Source: OMol25
Level of theory: ωB97M-V/def2-TZVPD

The geometry in XYZ format:
```
224
C64H128O32, DFT ωB97M-V/def2-TZVPD
O 0.45640 -4.36514 3.34447
C 0.74284 -4.17335 4.48317
O 0.62248 -5.18185 5.45963
C 0.25274 -6.49560 5.04561
C 0.19353 -7.42190 6.26247
C 1.33560 -2.98653 5.15498
H 1.04707 -6.78664 4.38935
H -0.69256 -6.53325 4.52635
H 0.13122 -8.45944 5.88100
H -0.69510 -7.18243 6.86877
H 1.12661 -7.26088 6.81836
H 1.33838 -2.10735 4.59391
H 2.37973 -3.27565 5.28896
H 0.98244 -2.88424 6.16264
O -3.85866 3.17331 -4.54570
C -3.38357 2.12912 -4.86986
O -4.20031 1.16008 -5.34336
C -5.58250 1.50924 -5.49370
C -6.29422 0.30395 -5.98491
C -1.98944 1.63837 -4.77279
H -5.56958 2.27596 -6.26749
H -6.01870 1.93391 -4.62322
H -6.08548 -0.46609 -5.17218
H -5.80451 -0.05106 -6.86151
H -7.36944 0.48320 -5.95160
H -1.84668 1.46734 -3.71719
H -1.24783 2.26247 -5.22189
H -1.90067 0.66566 -5.29050
O 0.71485 0.54274 3.93959
C 1.30526 1.62062 3.92388
O 1.43947 2.37518 4.99312
C 0.96006 1.66525 6.20337
C 1.97837 0.62281 6.61173
C 1.89545 2.21168 2.69657
H 0.01915 1.19028 5.94665
H 0.86826 2.46015 6.91642
H 2.78920 1.13889 7.09605
H 2.37660 0.10899 5.74110
H 1.47173 -0.10519 7.21205
H 1.23427 2.01277 1.85305
H 2.91236 1.76882 2.67132
H 2.06454 3.27470 2.79241
O -7.71346 -2.42908 -0.86994
C -6.93539 -1.93633 -0.14383
O -5.72587 -1.51022 -0.54394
C -5.29041 -1.78868 -1.87438
C -3.91158 -1.21214 -2.00753
C -7.13015 -1.65619 1.27702
H -6.01952 -1.23165 -2.51241
H -5.35793 -2.88411 -2.05685
H -3.85364 -0.29989 -1.43965
H -3.67599 -0.87681 -3.06274
H -3.04444 -1.81989 -1.68634
H -7.20256 -2.56201 1.80668
H -8.06130 -1.17466 1.50753
H -6.34478 -1.07742 1.73195
O -3.13773 2.15664 -1.54739
C -4.09068 2.89179 -1.34268
O -4.10760 4.20093 -1.45918
C -2.97663 4.91946 -2.07884
C -2.12070 5.51296 -0.96166
C -5.47292 2.33862 -1.07184
H -3.44465 5.65473 -2.74177
H -2.46505 4.17738 -2.74300
H -1.70003 6.45375 -1.34131
H -1.35901 4.76310 -0.74123
H -2.71438 5.70692 -0.05296
H -5.45431 1.58926 -0.32720
H -5.76214 1.92582 -2.02343
H -6.15700 3.16272 -0.80983
O 3.22371 3.99258 -1.22042
C 3.51646 4.81308 -0.38195
O 3.36481 6.13909 -0.47659
C 2.56947 6.65068 -1.50616
C 1.40837 7.44923 -0.89432
C 4.12431 4.38790 0.90552
H 2.27122 5.80010 -2.11636
H 3.21210 7.25097 -2.14838
H 0.99148 6.78688 -0.11639
H 0.63454 7.65529 -1.64089
H 1.68328 8.42120 -0.42787
H 4.42999 3.34531 0.84924
H 3.38179 4.53325 1.74770
H 4.98520 5.03532 1.11457
O -2.68816 3.63020 1.70124
C -1.97896 2.84131 2.18860
O -1.01057 3.18278 3.12929
C -1.03581 4.56661 3.41795
C -0.24914 4.83221 4.64334
C -1.83145 1.38703 1.91307
H -2.05426 4.92397 3.47598
H -0.55437 5.11830 2.58837
H -0.06592 5.86212 4.78277
H 0.70896 4.37196 4.51104
H -0.65129 4.36714 5.52555
H -2.25672 0.70363 2.62869
H -0.80358 1.20123 2.18086
H -2.09180 1.12721 0.85723
O 6.12107 1.42503 -0.97292
C 5.97431 1.17419 0.20383
O 4.86847 0.65938 0.73123
C 3.77368 0.61402 -0.20808
C 3.86302 -0.61593 -1.06111
C 7.06246 1.39228 1.22953
H 3.74748 1.57531 -0.75281
H 2.88829 0.58980 0.40032
H 2.90771 -0.72402 -1.56787
H 4.04573 -1.46195 -0.37806
H 4.68394 -0.57532 -1.80484
H 7.41865 0.43593 1.54193
H 6.62210 1.83323 2.07764
H 7.90297 1.97247 0.81525
O 2.06053 -3.69746 -4.89333
C 2.62298 -3.23510 -3.94220
O 1.98450 -2.93035 -2.79578
C 0.53750 -3.18688 -2.81721
C -0.16589 -2.16706 -3.65201
C 4.09152 -3.01493 -3.80413
H 0.24001 -3.17344 -1.77152
H 0.37308 -4.22214 -3.14897
H 0.08382 -1.21957 -3.21999
H -1.25021 -2.16200 -3.53982
H 0.00536 -2.15615 -4.74036
H 4.61807 -3.53826 -4.58572
H 4.46815 -3.37489 -2.83187
H 4.26478 -1.93009 -3.84161
O 4.06878 2.03815 -5.87726
C 3.71029 1.36985 -4.94909
O 3.24082 0.13049 -5.03410
C 3.06754 -0.44211 -6.35869
C 1.60011 -0.48689 -6.67711
C 3.82659 1.86706 -3.50922
H 3.46178 -1.48953 -6.29592
H 3.60561 0.13495 -7.12552
H 1.42456 -1.05727 -7.58897
H 1.15022 0.50924 -6.70397
H 0.97883 -0.94645 -5.88949
H 4.42184 1.16557 -2.89733
H 2.81113 1.94601 -3.11541
H 4.26244 2.83642 -3.45494
O -3.39549 -0.37336 5.07956
C -2.39288 -0.97087 5.29893
O -1.69841 -0.68105 6.44953
C -2.42770 0.13619 7.40935
C -1.49275 0.27604 8.57379
C -1.73430 -2.08916 4.54469
H -3.31821 -0.41066 7.63062
H -2.65312 1.11462 6.99630
H -1.03811 -0.69667 8.71915
H -1.98169 0.65766 9.41045
H -0.68193 0.99845 8.33131
H -0.91941 -1.65399 3.96934
H -2.40597 -2.53581 3.85822
H -1.37570 -2.79141 5.25741
O 5.54160 -0.75435 5.45824
C 4.84377 -0.33292 4.55695
O 4.59130 0.93114 4.35313
C 5.14936 1.88277 5.25169
C 5.12081 3.18175 4.46366
C 4.14689 -1.24328 3.52114
H 6.16717 1.55980 5.35929
H 4.64344 1.92696 6.18768
H 4.10735 3.67279 4.48519
H 5.54604 3.05982 3.43201
H 5.73165 3.89024 4.94616
H 4.43027 -2.25417 3.75342
H 4.36711 -1.03479 2.49005
H 3.04736 -1.13426 3.55794
O -1.29657 -6.81417 -1.31765
C -0.55229 -7.75217 -1.24078
O 0.64111 -7.69384 -0.59072
C 1.06016 -6.43353 -0.09559
C 2.48988 -6.46792 0.08945
C -0.90445 -9.12487 -1.80838
H 0.55158 -6.27598 0.83971
H 0.72816 -5.59270 -0.72849
H 2.87531 -6.68323 -0.90913
H 2.85456 -7.33325 0.66049
H 2.82805 -5.45259 0.43077
H -1.97047 -9.17142 -1.91626
H -0.50747 -9.93570 -1.18131
H -0.35726 -9.24683 -2.75411
O -0.83058 -1.45199 -0.58119
C -0.03430 -1.00011 0.16857
O 0.51284 0.19408 -0.01704
C 0.08727 0.89009 -1.19621
C 0.20800 2.38917 -0.94508
C 0.60213 -1.66305 1.32993
H -1.00174 0.79210 -1.35131
H 0.60921 0.56845 -2.09249
H 1.16692 2.72315 -0.60222
H -0.46749 2.74732 -0.18772
H 0.11487 2.88763 -1.91279
H 0.10798 -2.64525 1.55792
H 0.70284 -1.06858 2.27865
H 1.58670 -2.00731 1.07031
O 0.64759 2.77603 -6.32092
C 1.41561 3.55252 -6.78159
O 1.85371 4.65821 -6.14327
C 1.50482 4.74862 -4.78570
C 0.30829 5.61662 -4.56635
C 2.12022 3.27733 -8.06853
H 2.32113 5.22548 -4.24354
H 1.32238 3.76774 -4.37152
H 0.45640 6.60591 -4.99882
H 0.18090 5.76109 -3.52743
H -0.64947 5.18169 -4.98928
H 2.82806 2.49864 -7.97263
H 2.61987 4.16081 -8.55190
H 1.33340 2.94442 -8.77820
O -4.57790 -4.74627 1.48681
C -4.15148 -4.54735 0.38899
O -4.81586 -4.70786 -0.74795
C -6.03450 -5.39494 -0.58100
C -6.68366 -5.48937 -1.95933
C -2.78332 -3.96331 0.07672
H -6.66218 -4.74541 0.03595
H -5.91342 -6.34894 -0.07172
H -6.09579 -6.13836 -2.63654
H -6.73311 -4.49537 -2.43319
H -7.69846 -5.88953 -1.93941
H -2.19976 -4.71793 -0.40304
H -2.30576 -3.72450 1.01903
H -2.87888 -3.06690 -0.54660
```

The relative energy (zero: lowest compared OMol25 entry of this formula, charge and spin) is 41.11 kcal per mole. As for the spin multiplicity: 1. As for the maximum force: 0.0654 Eh/bohr. The value obtained for the LUMO energy is 0.3 eV. Its molar mass is 1409.696 g mol⁻¹.

=====

Formula: C64H139N7O16
Source: OMol25
Level of theory: ωB97M-V/def2-TZVPD

The geometry in XYZ format:
```
226
C64H139N7O16, DFT ωB97M-V/def2-TZVPD
C -0.83211 -1.35454 6.34323
C -1.73824 -0.18206 6.91691
C -2.42442 0.41669 5.70887
N -3.48239 1.52904 6.03597
C -4.81202 0.80099 6.52127
C -6.07477 1.76661 6.59161
C -6.27260 2.58023 5.23337
C -4.96251 3.27420 4.80907
C -3.80419 2.31421 4.73169
C -2.95893 2.49178 7.11793
H -1.38554 -2.00041 5.66157
H -0.42997 -2.11810 7.00909
H -0.04546 -0.98218 5.68702
H -1.18695 0.52050 7.54187
H -2.40184 -0.64796 7.64538
H -2.97465 -0.23292 5.02816
H -1.64231 1.04080 5.27656
H -4.99946 0.08285 5.72299
H -4.57735 0.24829 7.43096
H -7.01175 1.26465 6.83287
H -5.96698 2.44905 7.43467
H -6.57063 1.92558 4.41440
H -7.14093 3.22027 5.38971
H -5.20778 3.75123 3.86019
H -4.77272 4.11925 5.47085
H -3.98408 1.46992 4.06617
H -2.87015 2.83280 4.51549
H -3.75537 3.20935 7.31511
H -2.04523 2.95511 6.74568
H -2.73210 1.99415 8.06081
C -2.75863 2.89565 -4.90236
C -1.68360 3.96926 -4.65956
C -0.35496 3.34415 -4.00964
N 0.18308 4.14693 -2.85162
C -0.94390 4.22965 -1.74285
C -0.37347 4.97501 -0.51128
C 0.88119 4.27393 -0.01820
C 2.07526 4.08177 -1.06362
C 1.46234 3.44674 -2.27945
C 0.47937 5.52752 -3.46421
H -3.73083 3.30188 -5.18147
H -2.94973 2.25142 -4.04414
H -2.42416 2.19969 -5.67168
H -2.10272 4.69950 -3.96731
H -1.46982 4.53133 -5.56866
H 0.41719 2.99948 -4.69746
H -0.61498 2.36933 -3.59707
H -1.24766 3.21686 -1.47808
H -1.84705 4.75982 -2.04505
H -1.11757 5.03345 0.28307
H -0.22198 6.02433 -0.76442
H 0.65902 3.24744 0.27342
H 1.34403 4.82701 0.79910
H 2.93730 3.57953 -0.62458
H 2.53944 5.04900 -1.25624
H 1.08831 2.45616 -2.02073
H 2.25801 3.19320 -2.97998
H 1.08498 6.00571 -2.69436
H -0.36198 6.17663 -3.70693
H 1.09948 5.48188 -4.35946
C -8.21074 -4.96421 1.60598
C -6.65445 -4.92538 1.59577
C -5.97352 -6.08338 0.80739
N -4.43656 -6.34157 1.08093
C -3.99026 -7.33423 0.05255
C -3.95172 -6.72287 -1.38497
C -2.92274 -5.63027 -1.38730
C -3.35811 -4.49048 -0.37430
C -3.45692 -5.04307 1.00663
C -4.15401 -6.92912 2.43404
H -8.78174 -4.27469 2.22777
H -8.43532 -5.97883 1.93492
H -8.57947 -4.89499 0.58257
H -6.37553 -5.05904 2.64097
H -6.21310 -3.93923 1.45146
H -6.21539 -5.85668 -0.23098
H -6.48670 -7.02732 0.99099
H -4.64491 -8.20340 0.11644
H -3.00124 -7.59598 0.42860
H -4.89637 -6.35753 -1.78779
H -3.79916 -7.50303 -2.13074
H -3.05247 -5.15258 -2.35842
H -1.87303 -5.83323 -1.17513
H -4.34898 -4.16906 -0.69518
H -2.69982 -3.62374 -0.31481
H -3.90639 -4.29610 1.66093
H -2.50519 -5.36033 1.43283
H -4.58071 -7.92633 2.54178
H -4.49331 -6.23647 3.20424
H -3.07765 -7.10100 2.43029
C 2.94586 -1.31833 -5.05960
C 2.96119 -0.05392 -5.93578
C 4.37711 0.62905 -5.93872
N 4.44717 2.17115 -6.19194
C 5.87641 2.50897 -6.59733
C 6.09287 4.01023 -6.70617
C 5.67772 4.69609 -5.43100
C 4.23634 4.47630 -5.04238
C 3.86303 2.96913 -4.97402
C 3.51913 2.39219 -7.36350
H 3.02469 -1.04195 -4.00816
H 3.64385 -2.07745 -5.41263
H 2.00765 -1.86985 -5.12039
H 2.07762 0.53505 -5.68981
H 2.75854 -0.34181 -6.96736
H 5.06703 0.10173 -6.59752
H 4.82610 0.58869 -4.94631
H 6.44547 2.01058 -5.81254
H 6.02230 1.97032 -7.53364
H 7.10979 4.36036 -6.88332
H 5.49876 4.42146 -7.52227
H 6.39899 4.50504 -4.63641
H 5.68579 5.77993 -5.54650
H 4.12763 4.95502 -4.06918
H 3.49687 4.85280 -5.74914
H 4.20092 2.47387 -4.06372
H 2.79295 2.78138 -5.06225
H 2.44991 2.23910 -7.21713
H 3.87119 1.77128 -8.18729
H 3.65043 3.38922 -7.78398
C -2.80052 2.84428 1.39504
C -3.32721 1.42628 1.09176
C -4.83435 1.36299 0.63156
N -5.40943 0.12917 -0.12204
C -4.67432 -0.06596 -1.48449
C -4.99588 0.95947 -2.56004
C -6.45222 1.27338 -2.69197
C -7.20392 1.41798 -1.40613
C -6.92106 0.24973 -0.43949
C -5.08796 -1.19476 0.68620
H -2.57410 3.45801 0.52316
H -1.93299 2.83082 2.05483
H -3.51624 3.45412 1.94634
H -3.25940 0.96705 2.07796
H -2.62772 0.94298 0.40968
H -4.82869 2.08502 -0.18499
H -5.59228 1.56439 1.38858
H -3.62590 -0.01011 -1.19157
H -4.78608 -1.06650 -1.90224
H -4.38279 1.82129 -2.29646
H -4.61262 0.67672 -3.54049
H -6.73997 2.10871 -3.33035
H -6.98208 0.39060 -3.04979
H -6.90228 2.33273 -0.89590
H -8.24493 1.58006 -1.68565
H -7.49932 0.37194 0.47635
H -7.24212 -0.66974 -0.92898
H -4.01731 -1.35736 0.81016
H -5.58339 -2.12501 0.40819
H -5.49445 -0.80469 1.61932
C 4.10332 0.99599 -1.53524
C 3.54167 0.57300 -0.22538
C 2.85316 -0.80252 -0.43342
N 1.93846 -1.31017 0.72604
C 0.98323 -0.20259 1.24490
C -0.15757 -0.73048 2.10587
C -0.86691 -1.89048 1.56125
C 0.17455 -3.03549 1.43195
C 1.20803 -2.65666 0.37249
C 2.84048 -1.68916 1.96394
H 4.85043 0.33393 -1.97297
H 4.65427 1.92731 -1.40416
H 3.29560 1.09922 -2.25982
H 2.76780 1.31965 -0.04721
H 4.23369 0.55455 0.61657
H 3.61763 -1.56956 -0.55736
H 2.18452 -0.71476 -1.28976
H 0.53028 0.09448 0.29902
H 1.59514 0.51747 1.78820
H -0.81581 0.04496 2.49766
H 0.21938 -1.03865 3.08109
H -1.43946 -1.69868 0.65379
H -1.68443 -2.27708 2.16977
H -0.30036 -3.97494 1.14907
H 0.53555 -3.23897 2.44010
H 0.73158 -2.40617 -0.57533
H 1.96127 -3.41683 0.16546
H 3.57104 -0.89012 2.09016
H 3.38686 -2.61918 1.80700
H 2.25550 -1.96862 2.84018
C 7.00006 -1.34130 2.21125
N 8.07120 -0.62324 1.37754
C 7.29680 0.27555 0.40098
C 8.89124 0.25836 2.39094
C 8.95825 -1.67041 0.56965
C 10.49349 -1.31261 0.47617
O 10.71626 -0.13408 -0.30099
H 6.41748 -2.03398 1.60389
H 6.35509 -0.61426 2.70472
H 7.64796 -1.84877 2.92597
H 8.15344 0.68193 -0.13671
H 6.78876 1.06803 0.95049
H 6.84006 -0.40490 -0.31769
H 8.18571 0.83629 2.98788
H 9.53148 0.94468 1.83674
H 9.55565 -0.38960 2.96260
H 8.66383 -1.72648 -0.47834
H 8.87854 -2.61499 1.10772
H 11.08803 -2.03695 -0.08057
H 10.95230 -1.29684 1.46477
H 11.58483 -0.15446 -0.70938
O 3.07963 0.40253 4.26185
C 3.93699 1.43447 4.13866
O 3.56168 2.45812 4.70796
O 5.05139 1.33804 3.63154
H 2.30319 0.89985 4.52907
O -1.32687 -1.63430 -2.13816
C -0.79366 -0.50963 -2.64135
O -0.24313 -0.74833 -3.73132
O -0.72867 0.51991 -1.97452
H -0.76531 -1.81477 -2.89557
O 4.94074 -3.00779 -2.13246
C 5.38089 -3.63897 -1.02585
O 6.57966 -3.63633 -0.75304
O 4.61046 -4.31209 -0.32156
H 5.70896 -2.43723 -2.20936
O 1.19478 -6.13957 1.36900
C 0.29134 -7.00615 0.83248
O 0.47326 -7.37265 -0.32743
O -0.66272 -7.35552 1.51842
H 1.75322 -6.03957 0.59458
O 1.53607 3.89083 3.63616
C 0.34230 3.31063 3.86535
O -0.71611 3.96289 3.88972
O 0.43365 2.06172 4.06860
H 2.05007 3.16379 3.99507
```

The relative energy (zero: lowest compared OMol25 entry of this formula, charge and spin) is 113.74 kcal per mole. The total charge is +2. As for the spin multiplicity: 1. As for the maximum force: 0.1181 Eh/bohr. The value obtained for the LUMO energy is -4.0 eV. Its molar mass is 1262.849 g mol⁻¹.

=====

Short version: DFT total energy = -133967.746; -111791.493 eV, in the order given.